[1]
Density functional theory data (ωB97M-V with the def2-TZVPD basis set) for C5H11NO in the gas phase.

Last column: Löwdin charge in e.
Cartesian coordinates (Å):
N1 -0.0636 1.9285 0.2518  0.084
H1 2.2066 0.2141 0.8872  0.074
H2 -1.3687 -1.6829 -0.5405  0.079
C1 -1.3185 1.4437 -0.2378  -0.378
C2 -0.0652 0.6868 -0.5014  -0.258
H3 -0.1477 -0.4721 1.2630  0.134
C3 1.8102 -0.6727 0.3988  -0.074
H4 2.0717 -1.5433 0.9964  0.075
H5 -2.0531 1.4588 1.5393  0.107
C4 -0.2905 -1.7999 -0.4169  -0.068
C5 0.2923 -0.5655 0.2669  -0.408
O1 -2.2356 1.0054 0.7005  0.000
H6 0.1640 -1.9470 -1.4018  0.080
H7 2.2744 -0.7726 -0.5793  0.076
H8 0.3140 2.7355 -0.2296  0.103
H9 -1.8029 1.9591 -1.0676  0.146
H10 -0.1023 -2.6889 0.1915  0.079
H11 0.3148 0.7130 -1.5207  0.147

Atomic forces in eV per Å
0.30 0.57 0.52
0.12 0.08 0.04
0.02 -0.10 -0.03
0.04 0.01 -0.58
-0.16 -0.47 -0.06
0.01 0.01 -0.04
-0.34 0.05 0.21
0.12 -0.08 0.03
0.01 -0.17 -0.35
-0.05 0.14 0.13
0.08 0.04 -0.19
-0.17 0.04 0.60
-0.05 -0.03 0.05
0.10 -0.02 -0.15
-0.15 -0.08 -0.11
0.16 -0.04 0.08
-0.02 0.03 -0.14
-0.02 0.05 -0.03

Its HOMO energy is -9.6 eV. The value obtained for the gap between HOMO and LUMO is 10.626 eV. The calculation puts the relative energy (zero: lowest compared OMol25 entry of this formula, charge and spin) at 1.607 eV. The charge is 0. The maximum force is 0.83 eV/A. The electronic energy is -327.07228 Eh.

---

[2]
Density functional theory data (ωB97M-V with the def2-TZVPD basis set) for C5H11NO in the gas phase in a non-equilibrium geometry.

Last column: Löwdin charge in e.
Cartesian coordinates (Å):
H1 1.7833 -0.0935 -0.8219  0.061
H2 -0.8466 0.9825 2.3841  0.078
C1 -0.8784 -1.5797 -0.6904  -0.543
C2 -0.2417 1.4113 1.5897  -0.077
H3 0.6060 1.9391 1.9854  0.063
O1 -1.2816 -2.5340 -0.0585  0.049
H4 -0.0042 -2.6514 -2.1932  0.107
C3 -1.0198 -0.1555 -0.1348  -0.103
C4 1.3887 0.7144 -0.2016  -0.085
H5 0.4932 -1.0396 -2.1994  0.086
H6 -1.2325 0.5649 -0.9150  0.119
H7 0.5708 -0.4937 1.3850  0.138
N1 -0.1566 -1.7191 -1.8385  0.157
H8 -1.8566 -0.2877 0.5486  0.119
H9 2.2111 1.0867 0.3921  0.075
H10 -0.8231 2.1287 1.0141  0.077
C5 0.2356 0.2456 0.6597  -0.409
H11 1.0524 1.4811 -0.9054  0.087

Atomic forces in eV per Å
0.11 -0.07 0.11
-0.10 0.23 0.13
0.84 0.58 0.53
0.17 -0.64 -0.88
0.39 0.21 0.47
-0.37 -0.12 -0.30
-0.09 -0.04 0.28
0.46 -1.80 0.14
-0.19 -0.47 -0.71
-0.44 0.28 0.22
-0.07 0.26 -0.08
-0.07 -0.63 -0.45
0.17 -0.41 -0.76
-0.10 0.47 -0.01
0.17 0.21 0.16
-0.19 0.09 0.02
-0.76 1.65 0.96
0.06 0.20 0.17

Its HOMO energy is -9.6 eV. The value obtained for the gap between HOMO and LUMO is 10.520 eV. The calculation puts the relative energy (zero: lowest compared OMol25 entry of this formula, charge and spin) at 0.162 eV. The charge is 0. The maximum force is 2.05 eV/A. The electronic energy is -327.12539 Eh.

---

[3]
Density functional theory data (ωB97M-V with the def2-TZVPD basis set) for C5H11NO in the gas phase.

Last column: Löwdin charge in e.
Cartesian coordinates (Å):
O1 1.9442 -0.8468 1.3884  -0.080
H1 -0.3523 1.1045 -1.5868  0.138
H2 -2.1673 1.0115 0.0383  0.108
C1 -1.6807 0.0673 -0.2042  -0.104
H3 -0.9186 -0.9276 -3.0580  0.076
H4 0.7439 -1.0463 -2.4545  0.076
H5 1.1987 -1.2371 0.9000  0.068
C2 -0.3087 -1.0278 -2.1532  -0.055
H6 2.2481 1.0512 2.0357  0.112
C3 -0.5824 0.1085 -1.1997  -0.330
H7 -2.3141 -0.8127 -0.1056  0.108
H8 -0.4190 1.4080 1.6697  0.114
N1 -0.3010 -0.1003 0.2129  -0.109
H9 0.9797 0.1830 2.9134  0.108
H10 0.7284 1.7518 0.3625  0.118
C4 1.4201 0.3427 1.9151  -0.262
H11 -0.5461 -1.9864 -1.6812  0.080
C5 0.3271 0.9566 1.0072  -0.165

Atomic forces in eV per Å
-0.05 -0.10 -0.16
0.01 -0.15 0.12
0.07 -0.12 0.00
-0.26 0.03 0.05
0.08 0.00 0.13
-0.12 0.01 0.06
0.12 -0.05 0.02
0.00 -0.02 0.03
-0.15 -0.08 0.01
0.06 0.04 -0.15
0.10 0.12 -0.08
0.01 0.07 -0.19
0.06 -0.05 0.11
0.14 -0.14 -0.16
0.01 -0.21 0.05
-0.07 0.37 0.18
0.02 0.14 -0.05
-0.03 0.13 0.02

Its HOMO energy is -9.4 eV. The value obtained for the gap between HOMO and LUMO is 10.546 eV. The calculation puts the relative energy (zero: lowest compared OMol25 entry of this formula, charge and spin) at 2.169 eV. The charge is 0. The maximum force is 0.42 eV/A. The electronic energy is -327.05165 Eh.

---

> The lowest electronic energy belongs to which entry?

number 2

---

> Which of these has the highest maximum force?

number 2

---

> Which of these has the highest electronic energy?

number 3

---

> Which value of electronic energy does entry 2 give?

-327.12539 Eh